a) DFT (ωB97M-V with the def2-TZVPD basis set) results for 2 unconnected molecules or ions with the total composition C2H8NO.

Kohn-Sham gap   10.585 eV
Net charge   +1

Atoms and positions in Å:
O 1.31700 -1.86916 -0.17396
H 1.98744 -1.65938 -0.86137
H 1.78500 -2.63274 0.19419
H -0.76184 1.12185 1.80794
C -0.17117 0.48699 1.09958
C -0.50171 1.15091 -0.19035
N -1.09108 0.53375 -1.14777
H -0.34311 -0.59748 1.15249
H 0.90227 0.61887 1.35723
H -0.20924 2.19342 -0.20350
H -1.32421 -0.44907 -1.20168
H -1.58936 1.10204 -1.83280

These are the natural (NBO) partial charges, in e, on atoms 1 to 8: -0.96 0.48 0.49 0.28 -0.71 0.34 -0.61 0.27

b) DFT (ωB97M-V with the def2-TZVPD basis set) results for a gas-phase ion, C2H8NO (charge +1).

SMILES   C[NH2+]CO
Kohn-Sham gap   12.522 eV
Net charge   +1

Atoms and positions in Å:
C 1.20676 0.81587 0.05581
N 0.43788 -0.47332 -0.31361
C -0.97535 -0.46887 0.22671
O -1.55592 0.63994 -0.18949
H 2.25430 0.74585 -0.38159
H 0.44682 1.58573 -0.12988
H 1.44963 0.89965 1.19994
H 0.92004 -1.30605 0.06985
H 0.67273 -0.79956 -1.27805
H -1.52511 -1.45006 -0.21127
H -0.87766 -0.62835 1.32293
H -2.45413 0.43917 -0.37133

These are the natural (NBO) partial charges, in e, on atoms 1 to 8: -0.45 -0.55 0.11 -0.68 0.26 0.27 0.25 0.43

c) DFT (ωB97M-V with the def2-TZVPD basis set) results for 2 unconnected molecules or ions with the total composition C2H8NO.

Kohn-Sham gap   11.967 eV
Net charge   +1

Atoms and positions in Å:
C 0.70285 0.10896 1.15091
C 1.13871 1.34945 1.18354
N -0.54396 -0.25495 0.41666
H 1.18062 -0.77547 1.53770
H 2.07513 1.50909 1.71622
H 0.58752 2.19584 0.82974
H -0.79636 0.35107 -0.37069
H -0.28488 -1.10580 -0.12696
H -1.26352 -0.63984 1.02335
H -1.39161 -0.24639 -2.56070
H -0.69261 -1.67678 -2.60981
O -0.71189 -0.81518 -2.18996

These are the natural (NBO) partial charges, in e, on atoms 1 to 8: -0.08 -0.32 -0.71 0.23 0.25 0.23 0.47 0.46

Stability order, top to bottom: a), c), b)

a) DFT (ωB97M-V with the def2-TZVPD basis set) results for a gas-phase ion, C4H10NO (charge +1).

SMILES   C[NH2+][C@@H](C)C=O
Kohn-Sham gap   11.450 eV
Net charge   +1

Atoms and positions in Å:
C 1.15796 1.45613 -0.77966
N 0.59624 0.07643 -0.70904
C -0.14959 -0.27810 0.61263
C -1.62847 -0.00411 0.43777
C 0.17970 -1.73261 0.87708
O 1.08042 -2.20940 0.24086
H 1.90198 1.57173 -0.00171
H 1.57645 1.54764 -1.78012
H 0.32619 2.15151 -0.71895
H -0.13699 -0.06450 -1.41041
H 1.18369 -0.76480 -0.87083
H 0.30193 0.38883 1.33965
H -2.11161 -0.79605 -0.11962
H -2.02201 0.10061 1.45392
H -1.79298 0.98083 0.00228
H -0.46292 -2.42415 1.42617

These are the natural (NBO) partial charges, in e, on atoms 1 to 8: -0.41 -0.52 -0.14 -0.65 0.42 -0.49 0.24 0.25

b) DFT (ωB97M-V with the def2-TZVPD basis set) results for a gas-phase ion, C4H10NO (charge +1).

SMILES   C[C@@H]([NH3+])CC=O
Kohn-Sham gap   10.688 eV
Net charge   +1

Atoms and positions in Å:
C -1.27993 1.09640 -0.64682
C -0.30022 0.28060 0.21512
N -0.95235 -1.03163 0.69211
C 0.95868 -0.09451 -0.56863
C 2.17338 -0.24760 0.33718
O 2.06714 -0.19764 1.53163
H -2.34997 0.89123 -0.58788
H -0.88890 1.16623 -1.65763
H -1.29221 2.10082 -0.20781
H -0.00052 0.81819 1.10437
H -1.96595 -1.01831 0.59049
H -0.68120 -1.25909 1.65266
H -0.56622 -1.79979 0.13398
H 1.15130 0.75519 -1.22455
H 0.81942 -0.99574 -1.17079
H 3.10753 -0.46436 -0.19341

These are the natural (NBO) partial charges, in e, on atoms 1 to 8: -0.66 -0.04 -0.68 -0.54 0.44 -0.51 0.24 0.24

c) DFT (ωB97M-V with the def2-TZVPD basis set) results for 2 unconnected molecules or ions with the total composition C4H10NO.

Kohn-Sham gap (spin up / spin down)   6.168 / 6.105 eV
Net charge   +1

Atoms and positions in Å:
C 2.81279 0.16250 0.35558
C 1.50027 0.79882 0.29479
C -1.45227 -1.17821 -0.69282
C -2.85206 1.12147 0.44861
N -0.87886 -0.18102 0.10616
O -1.63426 0.75419 0.59295
H 3.51535 0.76034 -0.42723
H 3.38294 0.12817 1.37195
H 1.08780 0.94710 1.18638
H 1.20947 1.24170 -0.67078
H -0.55074 -1.66765 -1.22936
H -2.06602 -1.88058 -0.05488
H -2.22575 -0.81244 -1.37120
H -3.24994 2.08902 0.74492
H 2.66951 -0.84248 -0.09005
H -3.56812 0.49373 -0.15725

These are the natural (NBO) partial charges, in e, on atoms 1 to 8: -0.79 0.23 -0.49 0.03 -0.20 -0.18 0.30 0.29

Stability order, top to bottom: b), a), c)

a) DFT (ωB97M-V with the def2-TZVPD basis set) results for a single C4H7N3O molecule.

SMILES   C=N/N=C(/C)ON=C
Kohn-Sham gap   9.288 eV
Net charge   0

Atoms and positions in Å:
C 1.34466 -2.74344 -0.01381
N 0.51648 -1.79403 0.37383
N 0.15349 -1.25116 -0.78603
C 0.05214 0.10313 -0.62897
C -0.94891 0.75042 -1.59476
O 0.44003 0.60943 0.52415
N -0.50641 1.61561 0.84741
C -0.27798 2.19833 1.91076
H 1.82403 -3.10146 -1.03764
H 1.64834 -3.25225 0.96949
H -1.97795 0.78749 -0.99230
H -0.68812 1.73731 -2.03807
H -0.90682 -0.14052 -2.41897
H -1.18469 2.84172 2.42095
H 0.51172 1.63941 2.46396

These are the natural (NBO) partial charges, in e, on atoms 1 to 8: -0.11 -0.26 -0.36 0.52 -0.69 -0.36 -0.13 -0.13

b) DFT (ωB97M-V with the def2-TZVPD basis set) results for a single C4H7N3O molecule.

SMILES   N#CC(CO)=C(N)N
Kohn-Sham gap   8.632 eV
Net charge   0

Atoms and positions in Å:
N 1.19134 2.84038 -0.32892
C 0.49384 1.88694 0.18608
C -0.10100 0.57134 0.35788
C -1.03528 0.12690 1.32016
O -2.11626 -0.32528 0.57153
C 0.61011 -0.38063 -0.22264
N 1.92896 -0.34891 -0.87837
N -0.01418 -1.48458 -0.81442
H -0.84860 -0.62604 2.24733
H -1.46138 0.99818 1.93069
H -2.40734 0.71569 0.15756
H 2.46367 0.45230 -0.72559
H 1.81526 -0.40549 -2.00070
H -1.00425 -1.65451 -0.61175
H 0.48510 -2.36630 -1.18883

These are the natural (NBO) partial charges, in e, on atoms 1 to 8: -0.38 0.28 -0.41 -0.09 -0.72 0.50 -0.82 -0.81

Stability order, top to bottom: b), a)

a) DFT (ωB97M-V with the def2-TZVPD basis set) results for a single C4H7N3O molecule.

SMILES   C=N/N=C(\O)C(=C)N
Kohn-Sham gap   9.555 eV
Net charge   0

Atoms and positions in Å:
C -3.07452 1.04516 -0.26768
N -2.27614 0.72245 0.69121
N -0.89566 0.98483 0.30694
C -0.22020 -0.09121 0.48093
O -0.64456 -1.32843 0.77210
C 1.27741 -0.18882 -0.01686
C 2.11622 0.82598 0.20349
N 1.69412 -1.49704 -0.32217
H -4.16346 0.92518 -0.13135
H -2.71406 1.41294 -1.24650
H 0.17068 -1.96035 0.68173
H 1.74926 1.80275 0.50723
H 3.18565 0.73011 0.04573
H 1.12448 -1.86642 -1.08684
H 2.67078 -1.51713 -0.61798

These are the natural (NBO) partial charges, in e, on atoms 1 to 8: -0.10 -0.25 -0.36 0.52 -0.68 0.09 -0.43 -0.85

b) DFT (ωB97M-V with the def2-TZVPD basis set) results for a single C4H7N3O molecule.

SMILES   NCC1=NCC(=O)N1
Kohn-Sham gap   9.839 eV
Net charge   0

Atoms and positions in Å:
N 1.58836 1.84699 0.62148
C 1.17936 0.44081 0.97518
C 0.21543 -0.29616 0.16452
N -0.50378 -1.06885 0.91427
C -1.40681 -1.74240 -0.05877
C -1.35964 -0.76604 -1.26503
O -2.17616 -0.51995 -2.21632
N -0.14587 -0.06714 -1.10683
H 1.13151 2.84917 1.00894
H 2.04441 2.12413 -0.49290
H 0.53061 0.46407 1.98675
H 2.27602 -0.07139 1.09129
H -2.55734 -1.77569 -0.02060
H -0.66739 -2.55420 -0.34714
H -0.14871 1.13665 -1.25486

These are the natural (NBO) partial charges, in e, on atoms 1 to 8: -0.94 -0.27 0.36 -0.45 -0.39 0.66 -0.57 -0.64

Stability order, top to bottom: a), b)

a) DFT (ωB97M-V with the def2-TZVPD basis set) results for 2 unconnected molecules or ions with the total composition C4H7N3O.

SMILES   NC=C=O.CNC#N
Kohn-Sham gap   8.157 eV
Net charge   0

Atoms and positions in Å:
N 2.87975 -0.47592 0.12634
C 2.18145 0.57081 -0.52591
C 1.94631 1.77821 -0.03303
O 2.35564 2.84857 0.25819
H 2.31853 -1.32251 0.11831
H 3.15004 -0.24124 1.07380
H 2.01227 0.44153 -1.58544
C -2.82051 0.16217 0.25706
N -1.91116 -0.75058 -0.40755
C -0.71185 -1.10604 0.07235
N 0.22087 -1.64951 0.48594
H -3.16557 0.91897 -0.45445
H -2.36898 0.54214 1.17021
H -3.74742 -0.34494 0.52799
H -2.33937 -1.37167 -1.08381

These are the natural (NBO) partial charges, in e, on atoms 1 to 8: -0.79 -0.27 0.56 -0.49 0.40 0.37 0.23 -0.40

b) DFT (ωB97M-V with the def2-TZVPD basis set) results for 2 unconnected molecules or ions with the total composition C4H7N3O.

Kohn-Sham gap   8.411 eV
Net charge   0

Atoms and positions in Å:
C -0.73180 -0.63869 0.20734
C 0.41251 0.16020 0.65321
C 0.53181 1.49508 -0.05449
C 2.63731 -0.22071 -0.36724
H -3.88207 -0.38006 0.31512
H -2.79898 -2.03307 -0.81131
H -0.54622 -1.85386 -0.24025
H 0.74636 0.36002 1.84651
H -0.19485 1.89954 -0.81264
H 0.97003 2.46180 0.52736
H 3.46737 -0.02967 -1.34523
N -2.96448 -0.52149 -0.35952
N -1.95087 0.14450 0.39656
N 1.37439 0.35779 -0.31206
O 2.92949 -1.20137 0.35663

These are the natural (NBO) partial charges, in e, on atoms 1 to 8: 0.00 -0.13 -0.19 0.53 0.36 0.26 0.23 0.22

c) DFT (ωB97M-V with the def2-TZVPD basis set) results for a single C4H7N3O molecule.

SMILES   CC(=O)[C@H](N)N=C=N
Kohn-Sham gap   8.986 eV
Net charge   0

Atoms and positions in Å:
C -0.87339 -0.61960 -1.33372
C -1.00858 0.52451 -0.37487
O -1.94480 1.26449 -0.24385
C 0.50928 1.10971 0.11687
N 1.63566 0.85338 -0.70763
N 0.41921 0.37047 1.30574
C -0.20642 -0.65580 1.60823
N -0.57315 -1.64833 2.21973
H -1.86565 -0.98970 -1.58584
H -0.26603 -1.40966 -0.90226
H -0.40292 -0.27047 -2.25333
H 0.35194 2.17737 0.28154
H 1.88296 -0.12758 -0.74379
H 2.45011 1.39138 -0.44189
H -0.10821 -1.97016 3.05508

These are the natural (NBO) partial charges, in e, on atoms 1 to 8: -0.74 0.60 -0.52 0.02 -0.84 -0.51 0.66 -0.77

Stability order, top to bottom: c), a), b)

a) DFT (ωB97M-V with the def2-TZVPD basis set) results for a single C4H7N3O molecule.

SMILES   Cc1onnc1CN
Kohn-Sham gap   10.319 eV
Net charge   0

Atoms and positions in Å:
C 1.80988 1.28504 0.04955
C 1.11570 -0.01343 0.01780
O 1.90913 -1.08531 0.21368
N 1.19803 -2.18183 -0.03299
N 0.03605 -1.78682 -0.24352
C -0.14837 -0.51163 -0.24965
C -1.49163 0.14931 -0.47762
N -2.50132 -0.34997 0.42754
H 2.70816 1.18001 -0.56234
H 1.21289 2.12112 -0.30079
H 2.03209 1.40060 1.16056
H -1.36620 1.21777 -0.36462
H -1.79076 -0.00006 -1.56934
H -2.37104 -1.42664 0.57150
H -2.35259 0.00184 1.36022

These are the natural (NBO) partial charges, in e, on atoms 1 to 8: -0.67 0.29 -0.27 0.08 -0.25 0.02 -0.24 -0.82

b) DFT (ωB97M-V with the def2-TZVPD basis set) results for a single C4H7N3O molecule.

SMILES   Cn1[nH]c(=O)cc1N
Kohn-Sham gap   8.908 eV
Net charge   0

Atoms and positions in Å:
C -0.93318 -0.54357 0.92319
N 0.09410 -0.60800 -0.07446
N 1.03679 -1.69158 0.07254
C 2.30132 -1.26262 -0.01066
O 3.29355 -1.97922 0.00943
C 2.11648 0.21098 -0.25148
C 0.81510 0.58025 -0.35595
N 0.02704 1.68504 -0.64459
H -0.98173 -1.54102 1.26840
H -0.64468 0.20552 1.63417
H -1.89350 -0.29288 0.47929
H 0.65585 -2.66282 0.24926
H 2.99714 0.77863 -0.48657
H 0.17657 2.66156 -0.86819
H -0.93426 1.47442 -0.58839

These are the natural (NBO) partial charges, in e, on atoms 1 to 8: -0.42 -0.26 -0.45 0.62 -0.64 -0.46 0.38 -0.82

Stability order, top to bottom: b), a)